ORCA calculation (wB97M-V/def2-TZVPD) on 15 unconnected molecules or ions with the total composition C40H119N9O15.

## Properties
Kohn-Sham gap ... 8.6 eV
Max |F| ... 3.51 eV/A
Highest occupied orbital energy ... -8.22 eV
E ... -3216.4096 Ha
LUMO ... 0.4 eV
Energy relative to the best compared isomer or geometry (same formula, charge and spin) ... 4.374 eV

Element x y z (Å)
O1 -6.741 1.135 4.274
O2 3.788 -3.781 -0.790
O3 -2.254 -2.362 3.255
O4 5.476 -2.459 0.872
O5 -6.538 3.570 2.033
O6 5.632 -2.177 -5.245
O7 4.592 0.635 5.040
O8 7.086 1.921 3.421
O9 -0.016 -2.639 -3.198
O10 -4.178 2.784 -1.902
O11 2.316 3.415 -1.638
O12 -1.430 -6.702 2.984
O13 0.084 0.663 5.311
O14 1.235 -0.205 0.585
O15 -5.839 -1.569 -2.035
N1 -0.007 1.501 2.552
N2 -0.722 -6.841 0.031
N3 -0.638 -5.283 -4.042
N4 2.210 4.868 1.005
N5 6.906 0.145 1.442
N6 2.628 -3.770 -3.930
N7 -0.826 4.086 -0.685
N8 -5.805 -0.533 -5.751
N9 -4.030 5.283 4.335
C1 -1.083 2.339 -2.326
C2 4.118 6.091 0.438
C3 0.454 -0.741 1.616
C4 2.837 2.313 -2.322
C5 -5.430 -1.551 -3.461
C6 -7.541 -0.200 -4.055
C7 -6.015 -0.398 -4.277
C8 -0.506 -5.759 0.996
C9 -5.992 4.237 3.246
C10 -3.532 3.605 2.612
C11 -4.494 0.341 4.444
C12 -0.299 -1.742 -2.141
C13 -5.371 -0.471 -1.149
C14 -6.556 4.396 0.788
C15 -0.608 -4.107 -4.904
C16 4.888 -3.201 -4.724
C17 -1.707 0.539 1.130
C18 3.244 -1.452 -3.579
C19 2.362 -1.020 0.255
C20 -3.138 3.159 -1.011
C21 4.964 1.449 1.316
C22 5.267 -0.621 4.933
C23 -4.518 4.696 3.109
C24 3.444 4.123 -0.983
C25 2.904 5.419 -0.195
C26 7.167 2.518 2.132
C27 -1.695 -5.687 2.021
C28 -5.666 1.152 5.190
C29 6.779 -2.545 -5.975
C30 -1.000 -2.865 -4.154
C31 7.804 2.437 4.469
C32 3.411 -2.701 -4.549
C33 -2.193 -6.450 4.128
C34 -4.740 3.816 -2.660
C35 4.314 -1.634 4.248
C36 6.449 1.538 1.125
C37 -1.776 3.491 -1.620
C38 -0.262 -4.556 0.130
C39 -0.649 0.220 2.108
C40 -1.447 -4.433 -6.138
H1 -2.151 -0.356 0.695
H2 0.356 -6.055 1.594
H3 2.062 2.072 -3.049
H4 2.785 -0.545 -0.630
H5 4.232 -3.294 -0.096
H6 -5.877 0.516 6.050
H7 4.580 -2.663 4.493
H8 0.405 -3.835 -5.203
H9 4.852 5.422 0.886
H10 -6.714 3.715 -0.049
H11 -0.801 -7.671 0.601
H12 0.539 -1.481 -1.494
H13 -1.667 2.072 -3.207
H14 -0.874 -2.278 -1.386
H15 -1.225 -5.425 -6.532
H16 -6.070 0.339 -6.186
H17 4.077 0.504 5.840
H18 -2.696 -5.654 1.591
H19 2.958 4.351 1.445
H20 -3.814 6.245 4.118
H21 7.335 -3.335 -5.469
H22 -4.370 5.474 2.360
H23 -4.362 -0.671 4.827
H24 2.271 6.090 -0.776
H25 -7.375 5.114 0.821
H26 -5.416 4.335 -1.980
H27 -6.473 -1.211 -6.089
H28 -3.013 2.178 -0.553
H29 -7.950 -1.184 -4.282
H30 -1.900 -2.942 -3.544
H31 -4.119 3.063 1.871
H32 -1.840 -5.597 4.706
H33 -2.681 4.071 2.117
H34 1.713 -3.379 -3.754
H35 3.522 -4.602 -0.374
H36 -0.211 2.143 1.800
H37 -8.047 0.568 -4.640
H38 -3.261 -6.294 3.978
H39 5.494 -0.936 5.952
H40 -5.438 0.412 -3.832
H41 8.225 2.633 1.895
H42 0.101 0.848 4.372
H43 -0.819 1.516 -1.662
H44 4.038 3.474 -0.339
H45 -1.150 -3.788 -6.965
H46 3.821 6.863 1.149
H47 3.191 -1.025 0.963
H48 4.816 -4.027 -5.432
H49 5.302 -3.464 -3.750
H50 -4.287 -0.364 -1.125
H51 -0.926 -4.226 -0.669
H52 -4.477 0.288 3.356
H53 3.013 1.559 -1.555
H54 -0.282 1.455 5.705
H55 -5.695 0.524 -1.456
H56 4.651 0.791 2.127
H57 -1.021 -2.050 -4.878
H58 -5.648 -0.667 -0.113
H59 -0.036 -1.678 1.351
H60 -1.143 -0.217 2.976
H61 4.788 6.635 -0.227
H62 -3.240 2.902 3.391
H63 -6.130 3.511 4.047
H64 3.636 -1.601 -2.572
H65 6.565 -2.942 -6.968
H66 -4.097 4.462 -3.257
H67 -2.490 1.269 1.335
H68 6.682 3.486 2.260
H69 2.964 -2.451 -5.511
H70 2.023 -2.011 -0.047
H71 -2.174 -7.284 4.829
H72 -2.955 -2.867 3.666
H73 -0.159 2.674 -2.798
H74 7.442 1.863 5.322
H75 7.615 3.463 4.786
H76 3.252 -1.574 4.484
H77 -1.121 1.013 0.342
H78 6.218 -0.497 4.415
H79 -1.589 -2.275 3.938
H80 -5.341 2.154 5.471
H81 4.206 4.409 -1.708
H82 5.848 -1.607 1.100
H83 -5.650 -2.472 -4.002
H84 -2.527 -4.307 -6.065
H85 -0.966 -0.928 -2.425
H86 8.875 2.331 4.299
H87 -5.571 4.863 0.780
H88 0.947 1.307 2.286
H89 5.809 -3.054 1.544
H90 1.521 4.278 0.562
H91 -6.398 1.602 3.508
H92 -1.569 -4.728 2.523
H93 6.632 1.826 0.090
H94 -1.049 5.026 -0.392
H95 -0.271 -3.710 0.818
H96 -5.487 3.351 -3.303
H97 6.774 0.166 2.443
H98 -3.060 5.028 4.455
H99 -1.999 4.203 -2.415
H100 4.446 -1.622 3.166
H101 -1.629 -6.643 -0.366
H102 7.470 -1.706 -6.057
H103 2.919 -3.785 -2.963
H104 0.107 4.162 -1.065
H105 7.900 -0.029 1.477
H106 0.716 -4.624 -0.346
H107 -3.478 0.698 4.614
H108 3.773 2.609 -2.796
H109 -4.361 -1.465 -3.268
H110 -1.609 -5.557 -4.076
H111 1.107 -0.953 2.463
H112 4.359 1.104 0.477
H113 4.756 2.497 1.528
H114 2.251 -1.007 -3.517
H115 -6.598 5.116 3.465
H116 -3.414 3.947 -0.311
H117 -0.476 -4.754 -3.196
H118 3.963 -0.701 -3.906
H119 -7.782 0.058 -3.023